Entry from the OMol25 dataset: a cluster of 2 separate species, C7H7N in total at a distorted geometry (ωB97M-V with the def2-TZVPD basis set).

XYZ file:
```
15
Properties=species:S:1:pos:R:3:forces:R:3
C 2.2548 1.3192 0.6727 0.7557 0.2179 0.7086
C 2.2655 0.5444 -0.5256 2.8488 -0.7618 -0.4447
C 1.1334 -0.2435 -0.8794 0.7113 3.7837 2.6803
N 0.0081 -0.0505 -0.1920 -1.2894 0.8319 1.6949
C -0.0707 0.8809 0.7816 1.4313 0.4757 2.8956
C 1.0655 1.5951 1.3337 -0.3259 -0.5260 -2.1085
H 3.1503 1.6703 1.3059 -0.8089 -0.4215 -2.0828
H 3.3390 0.4972 -1.0965 -2.9537 -0.2607 1.3833
H 0.9985 -0.9647 -1.5981 0.5924 -1.3847 -1.9212
H -0.8553 0.9620 1.6005 -0.3070 -0.5713 -2.1589
H 1.1058 2.4015 2.1183 -0.6996 -1.4216 -0.5923
C -4.0447 -2.3040 -1.4196 8.1610 2.8850 6.8887
C -3.0902 -1.9649 -0.5865 -4.9753 -1.9137 -3.8793
H -4.9711 -2.6256 -1.7068 -1.7001 -0.5746 -1.0728
H -2.2889 -1.7173 0.1919 -1.4404 -0.3585 -1.9909
```
Positions in Å, forces in eV/Å.

Computed properties:
* SMILES: c1ccncc1.C#C
* orbital gap: 0.3787 hartree
* ΔE to the lowest compared entry with this formula, charge and spin: 91.5 kcal per mole